The following is a quantum chemistry calculation of a molecular structure, C49H95ClFNO17PS2, from the Open Molecules 2025 dataset.

Positions of all 167 atoms, in Å:
C1 3.8941 -1.6124 3.0363
C2 4.1499 -0.3859 4.0020
C3 5.3065 -0.8842 4.9842
C4 2.8963 -0.1584 4.9071
C5 4.7155 0.8899 3.2921
C6 3.6885 1.7738 2.5153
C7 4.5602 2.7851 1.6338
C8 2.7914 1.0045 1.4983
C9 2.8391 2.7172 3.4447
C10 3.3201 3.2059 4.7227
C11 2.4746 4.0266 5.5236
C12 1.1346 4.3988 5.1402
O1 0.4345 5.1670 6.0536
C13 -0.8550 5.5500 5.6041
C14 -1.9532 4.4337 5.7759
O2 -1.4248 3.1920 6.2523
C15 -2.4411 2.2119 6.2912
C16 -1.8560 0.7540 6.1805
P1 -2.0311 -0.0013 4.5234
C17 -3.7188 0.2217 3.7758
C18 -3.8702 1.5937 3.0078
C19 -4.6159 1.4456 1.6169
C20 -3.8787 2.1798 0.4454
S1 -3.2297 3.8122 0.9042
O3 -3.9577 4.4247 1.9940
O4 -1.8290 3.5953 1.2518
Cl1 -3.2623 5.0947 -0.6981
C21 -1.7597 -1.8554 4.5815
C22 -3.1260 -2.4827 4.9756
O5 -3.4971 -2.6357 6.0951
F1 -3.9715 -2.9251 3.9741
N1 -0.7910 0.6678 3.5336
C23 -0.7607 0.1442 2.4112
S2 -0.5926 -0.8478 1.1902
C24 0.6628 3.9362 3.8690
C25 1.5154 3.1037 3.0464
H1 4.5319 -1.6028 2.1284
H2 2.8230 -1.5270 2.7063
H3 3.9464 -2.5573 3.6220
H4 6.0988 -1.3012 4.3103
H5 4.9110 -1.6888 5.6408
H6 5.7231 -0.0184 5.5497
H7 3.1776 0.6217 5.6624
H8 2.0057 0.2482 4.3733
H9 2.6799 -1.0776 5.5037
H10 5.4723 0.5323 2.5427
H11 5.2970 1.5110 4.0132
H12 5.4553 3.1148 2.2205
H13 4.8559 2.3445 0.6567
H14 3.9574 3.7170 1.4948
H15 1.9328 0.4734 1.9676
H16 3.4200 0.2863 0.9231
H17 2.3767 1.7379 0.7604
H18 4.3340 2.9086 5.0566
H19 2.8891 4.3549 6.5009
H20 -1.1708 6.4044 6.2511
H21 -0.8940 5.9313 4.5603
H22 -2.7682 4.8075 6.4538
H23 -2.4690 4.2516 4.7903
H24 -3.2257 2.3618 5.5109
H25 -2.9597 2.2848 7.2819
H26 -0.8064 0.6906 6.5627
H27 -2.4572 0.1196 6.8867
H28 -3.7979 -0.5900 3.0031
H29 -4.5137 0.0145 4.5280
H30 -2.8545 2.0308 2.9003
H31 -4.5182 2.2465 3.6308
H32 -4.7356 0.3794 1.3114
H33 -5.6408 1.8693 1.6902
H34 -3.1060 1.5090 -0.0016
H35 -4.6250 2.3447 -0.3739
H36 -1.0134 -2.1551 5.3458
H37 -1.4883 -2.2657 3.5819
H38 -0.3554 4.1720 3.5161
H39 1.0607 2.7918 2.0830
C26 -2.1814 -1.2395 -2.1653
O6 -3.4843 -1.7258 -2.3854
C27 -4.1980 -1.8826 -1.1673
C28 -5.6923 -1.9286 -1.4252
O7 -6.2661 -0.6389 -1.6225
C29 -5.9891 -0.0177 -2.8768
C30 -6.7527 -0.6309 -4.0348
O8 -6.1202 -1.8283 -4.4625
C31 -7.0040 -2.6744 -5.1740
H40 -1.6054 -1.9412 -1.5505
H41 -1.6886 -1.1283 -3.1304
H42 -2.2187 -0.2556 -1.6807
H43 -3.9721 -1.0516 -0.4845
H44 -3.8752 -2.8280 -0.7115
H45 -6.1755 -2.3230 -0.5272
H46 -5.9414 -2.6033 -2.2450
H47 -4.9152 0.0144 -3.0720
H48 -6.3246 1.0168 -2.7646
H49 -6.7609 0.0677 -4.8814
H50 -7.7834 -0.8366 -3.7223
H51 -7.8427 -2.9756 -4.5374
H52 -6.4550 -3.5698 -5.4641
H53 -7.3761 -2.1772 -6.0753
C32 -3.3009 -2.2047 -11.7418
O9 -2.9013 -2.2136 -10.3871
C33 -1.4954 -2.3655 -10.2458
C34 -1.0487 -1.9022 -8.8713
O10 -0.9299 -0.4852 -8.7638
C35 -2.1527 0.2420 -8.6941
C36 -2.8533 0.1149 -7.3538
O11 -3.5594 -1.1134 -7.2736
C37 -3.8105 -1.4978 -5.9361
H54 -3.0427 -3.1506 -12.2293
H55 -4.3821 -2.0743 -11.7737
H56 -2.8357 -1.3685 -12.2752
H57 -0.9705 -1.7872 -11.0148
H58 -1.2598 -3.4305 -10.3660
H59 -0.0397 -2.2873 -8.7011
H60 -1.6830 -2.3061 -8.0807
H61 -2.8133 -0.0159 -9.5236
H62 -1.8695 1.2899 -8.8258
H63 -3.5819 0.9286 -7.2409
H64 -2.1086 0.1768 -6.5497
H65 -2.8655 -1.6435 -5.3973
H66 -4.3452 -2.4430 -5.9488
H67 -4.4199 -0.7508 -5.4290
C38 1.9404 2.1933 -11.6024
O12 2.8259 1.5490 -10.7126
C39 2.2106 0.4528 -10.0472
C40 3.2646 -0.4866 -9.4909
O13 3.8158 -1.3621 -10.4712
C41 4.7260 -0.7762 -11.3977
C42 6.0840 -0.4663 -10.7956
O14 6.0363 0.7439 -10.0517
C43 7.0801 0.8288 -9.1057
H68 1.0786 2.6032 -11.0643
H69 2.4789 3.0102 -12.0819
H70 1.6018 1.4990 -12.3794
H71 1.5597 -0.0957 -10.7372
H72 1.6096 0.8568 -9.2236
H73 2.7765 -1.1421 -8.7644
H74 4.0491 0.0539 -8.9586
H75 4.2881 0.0984 -11.8819
H76 4.8696 -1.5326 -12.1737
H77 6.8211 -0.3376 -11.5980
H78 6.3903 -1.2970 -10.1479
H79 7.0065 0.0125 -8.3781
H80 6.9775 1.7739 -8.5730
H81 8.0569 0.8031 -9.6005
C44 1.8600 -5.0875 8.7687
O15 2.6686 -4.1139 9.3921
C45 3.6004 -3.5338 8.4900
C46 4.1041 -2.2071 9.0284
O16 3.1943 -1.1292 8.8179
C47 2.0396 -1.1141 9.6520
C48 2.3326 -0.6983 11.0817
O17 2.8697 -1.7880 11.8149
C49 3.5910 -1.3618 12.9535
H82 2.4700 -5.9118 8.3848
H83 1.1671 -5.4778 9.5133
H84 1.2774 -4.6405 7.9541
H85 3.1341 -3.3776 7.5093
H86 4.4432 -4.2287 8.3866
H87 5.0015 -1.9376 8.4652
H88 4.3944 -2.2788 10.0773
H89 1.5081 -2.0670 9.6076
H90 1.3802 -0.3594 9.2126
H91 1.4014 -0.3888 11.5734
H92 3.0391 0.1408 11.0767
H93 4.4406 -0.7367 12.6577
H94 3.9754 -2.2460 13.4602
H95 2.9414 -0.8110 13.6415

The calculation puts the maximum force at 3.5 eV Å⁻¹. Its multiplicity is 1. The total charge is +1. The total energy comes out at -134835.0010 eV.